No. 1
A cluster of 2 separate species, C34H69N4O4P in total. Source: the Open Molecules 2025 dataset; level of theory: ωB97M-V with the def2-TZVPD basis set.

Values from the calculation:
Maximum force ... 0.0177 hartree/bohr
Highest occupied orbital energy ... -0.2228 Ha
Charge ... 0
Spin multiplicity ... 1

Last column: Löwdin charge in e.
Cartesian coordinates (Å):
C (-4.27724, 2.20052, 4.12927)  -0.12
C (-3.69425, 1.14130, 5.05945)  -0.28
C (-3.06584, -0.02793, 4.30827)  -0.22
C (-1.66763, 0.29990, 3.73462)  -0.24
C (-1.41336, -0.45004, 2.42582)  -0.24
P (0.37781, -0.52382, 1.70842)  0.71
C (0.22738, -2.37983, 1.21664)  -0.23
C (1.36281, -3.33682, 1.64801)  -0.24
C (0.89034, -4.67766, 2.24638)  -0.17
C (1.87603, -5.81689, 2.02437)  -0.24
O (2.89760, -5.84807, 3.01265)  -0.19
C (4.11061, -5.25001, 2.62787)  -0.12
C (-0.22149, 0.01255, -0.05808)  -0.21
C (-1.58793, -0.47435, -0.55874)  -0.42
O (-1.46968, -1.11883, -1.86156)  -0.09
C (-2.59723, 0.64581, -0.78793)  -0.22
N (-2.17776, 1.46236, -1.94063)  0.01
N (0.64376, 1.15731, 2.25312)  -0.16
C (1.72715, 1.62535, 3.07313)  -0.33
C (1.39476, 1.88708, 4.54832)  -0.08
N (2.12279, -0.62143, 1.12057)  -0.13
C (2.74205, 0.46454, 0.37974)  -0.32
C (4.20830, 0.71546, 0.76628)  -0.27
C (4.72394, 2.05059, 0.24950)  -0.13
O (1.05255, -1.02661, 3.36282)  -0.12
C (0.54083, -1.81265, 4.26066)  -0.56
O (-0.38840, -2.58951, 4.13544)  0.08
C (1.30913, -1.78243, 5.55519)  -0.12
C (0.80007, -1.15869, 6.68751)  -0.04
C (1.51147, -1.18089, 7.87111)  -0.09
C (2.72645, -1.84198, 7.94244)  -0.10
C (3.23336, -2.46970, 6.81404)  -0.09
C (2.53020, -2.43519, 5.62540)  -0.02
H (-5.06680, 1.76064, 3.51777)  0.07
H (-3.51880, 2.61471, 3.46418)  0.06
H (-4.72408, 3.02064, 4.69305)  0.06
H (-4.51673, 0.75760, 5.67160)  0.10
H (-2.97453, 1.58468, 5.75100)  0.10
H (-3.73492, -0.36229, 3.51003)  0.10
H (-2.95772, -0.87101, 4.99436)  0.11
H (-0.95803, 0.03793, 4.51369)  0.08
H (-1.64726, 1.37439, 3.55257)  0.08
H (-1.86332, -1.43506, 2.50877)  0.07
H (-2.02515, 0.11018, 1.71476)  0.05
H (-0.70494, -2.81557, 1.57335)  0.07
H (0.18238, -2.47308, 0.12284)  0.07
H (2.03354, -2.86300, 2.36105)  0.08
H (1.99193, -3.58496, 0.78331)  0.10
H (0.84027, -4.55695, 3.32899)  0.11
H (-0.09360, -4.94598, 1.86098)  0.11
H (1.35727, -6.77541, 2.09394)  0.11
H (2.33118, -5.75292, 1.02921)  0.11
H (4.42009, -5.57538, 1.62946)  0.08
H (4.05673, -4.15640, 2.64574)  0.08
H (4.87463, -5.56330, 3.33838)  0.08
H (0.48189, -0.40058, -0.78589)  0.07
H (-0.17589, 1.09220, -0.23305)  0.07
H (-2.03712, -1.22060, 0.09398)  0.12
H (-0.85164, -1.84418, -1.73537)  0.07
H (-3.56248, 0.16917, -0.98088)  0.11
H (-2.70194, 1.26761, 0.09748)  0.11
H (-2.28601, 2.44801, -1.74117)  0.06
H (-2.79732, 1.26802, -2.71523)  0.04
H (0.27833, 1.84618, 1.62283)  0.06
H (2.09311, 2.57827, 2.66142)  0.10
H (2.60084, 0.97546, 3.02769)  0.08
H (2.04917, 2.68026, 4.92449)  0.06
H (0.36702, 2.22078, 4.68015)  0.06
H (1.59193, 1.01053, 5.16286)  0.05
H (2.17633, -1.42993, 0.52012)  0.04
H (2.19837, 1.40755, 0.44628)  0.09
H (2.77115, 0.22585, -0.69613)  0.10
H (4.34838, 0.59736, 1.83896)  0.09
H (4.80531, -0.07458, 0.29711)  0.10
H (4.55404, 2.12014, -0.82959)  0.06
H (5.79980, 2.14992, 0.39781)  0.06
H (4.20932, 2.89344, 0.71223)  0.06
H (-0.15628, -0.65611, 6.63812)  0.11
H (1.11490, -0.68096, 8.74418)  0.10
H (3.27177, -1.86397, 8.87662)  0.09
H (4.17697, -2.99464, 6.87465)  0.10
H (2.93378, -2.93798, 4.75602)  0.11
C (0.13446, 0.65055, -4.67161)  -0.09
C (-1.09161, 0.05659, -5.36342)  -0.21
C (-1.27268, 0.37165, -6.83917)  -0.13
N (-1.86633, 1.72313, -7.19679)  -0.27
C (-1.92929, 1.76798, -8.70549)  -0.11
C (-2.29001, 3.12951, -9.26797)  -0.16
C (-1.32790, 4.19415, -8.75675)  -0.18
C (-1.34700, 4.20157, -7.23411)  -0.16
C (-1.00382, 2.83678, -6.65959)  -0.10
C (-3.24385, 1.81971, -6.63763)  0.03
H (-0.02207, 1.67325, -4.33718)  0.06
H (0.33727, 0.07271, -3.77181)  0.07
H (1.02632, 0.61420, -5.30225)  0.08
H (-1.99103, 0.28683, -4.79147)  0.09
H (-1.00273, -1.03041, -5.31931)  0.13
H (-1.95127, -0.35057, -7.29463)  0.13
H (-0.31725, 0.31320, -7.36073)  0.13
H (-0.94220, 1.46852, -9.05748)  0.14
H (-2.64869, 1.00611, -9.00163)  0.14
H (-2.25011, 3.06072, -10.35535)  0.13
H (-3.31927, 3.39508, -9.01650)  0.12
H (-1.59873, 5.17374, -9.14796)  0.12
H (-0.31572, 3.97799, -9.11212)  0.12
H (-2.32325, 4.53293, -6.87153)  0.12
H (-0.61949, 4.91137, -6.84053)  0.13
H (-1.13850, 2.83586, -5.58245)  0.12
H (0.02655, 2.56532, -6.88739)  0.15
H (-3.18932, 1.81176, -5.55419)  0.10
H (-3.82186, 0.96961, -6.99070)  0.12
H (-3.70507, 2.74404, -6.96711)  0.10


No. 2
A structure of composition C34H73Br10N4O3P2S2 at a distorted geometry. Source: the Open Molecules 2025 dataset; level of theory: ωB97M-V with the def2-TZVPD basis set.

Values from the calculation:
Maximum force ... 0.1318 hartree/bohr
Highest occupied orbital energy ... -0.3622 Ha
Charge ... +1
Spin multiplicity ... 1

Last column: Löwdin charge in e.
Cartesian coordinates (Å):
C (1.55850, -3.46569, 0.83834)  -0.17
C (0.95310, -4.84288, 0.18397)  -0.26
C (-0.08786, -4.53726, -1.04771)  -0.22
C (-1.65295, -4.55127, -0.47345)  -0.20
C (-2.01824, -2.99364, -0.08786)  -0.21
C (-3.46680, -2.85487, 0.73707)  -0.19
C (-4.74842, -3.09016, -0.23439)  -0.19
C (-5.71826, -1.81192, -0.51310)  -0.21
N (-5.08305, -0.46831, -0.61923)  -0.18
C (-3.90859, -0.37755, -1.54151)  -0.21
C (-4.10728, 0.75860, -2.75417)  -0.17
C (-3.13454, 0.32465, -4.01019)  -0.22
C (-2.46581, 1.61153, -4.78285)  -0.22
C (-1.34062, 1.00423, -5.84657)  -0.21
C (0.07691, 0.57006, -5.09605)  -0.24
C (0.57087, -0.95097, -5.45843)  -0.26
C (2.03457, -1.31640, -4.74097)  -0.15
C (-4.98263, 0.32566, 0.63779)  -0.95
S (-5.55046, -0.05449, 2.19291)  0.57
S (-4.14033, 2.03717, 0.49474)  0.75
C (-2.43510, 1.72644, 1.25998)  -0.45
C (-1.29480, 2.07235, 0.11251)  -0.27
C (-0.02186, 2.92588, 0.71318)  -0.10
C (1.15087, 3.16786, -0.45278)  -0.39
N (1.08829, 2.13625, -1.56869)  0.09
C (2.60321, 2.98147, 0.28628)  -0.15
N (3.24591, 4.35019, 0.36133)  -0.40
P (4.67734, 4.38155, 1.42397)  0.60
P (6.55765, 4.41757, 0.32112)  0.49
O (6.52763, 3.69748, -1.08656)  -0.38
O (7.72445, 3.50483, 1.30163)  -0.47
O (7.14395, 6.06298, 0.28790)  -0.31
C (3.52993, 4.87234, -1.02986)  -0.19
C (2.05548, 5.16450, -1.76221)  -0.10
N (0.89068, 4.54936, -1.01385)  0.05
H (1.07979, -3.26833, 1.90039)  0.08
H (2.71407, -3.57283, 0.99947)  0.05
H (1.34340, -2.50975, 0.17135)  0.07
H (1.82717, -5.56944, -0.18047)  0.12
H (0.31497, -5.37250, 1.04220)  0.08
H (0.10077, -3.42585, -1.41011)  0.09
H (0.05741, -5.22669, -1.99061)  0.11
H (-1.77729, -5.31715, 0.40247)  0.11
H (-2.31686, -4.92274, -1.37861)  0.11
H (-1.99638, -2.37484, -1.08071)  0.09
H (-1.14658, -2.62578, 0.64018)  0.11
H (-3.44745, -3.76568, 1.50899)  0.12
H (-3.47257, -1.88636, 1.38826)  0.07
H (-4.38358, -3.52790, -1.26883)  0.11
H (-5.41328, -3.94631, 0.25611)  0.13
H (-6.23675, -2.02305, -1.57007)  0.14
H (-6.61939, -1.89058, 0.26118)  0.12
H (-2.88560, -0.09629, -0.99410)  0.11
H (-3.65570, -1.38169, -2.13589)  0.13
H (-3.76090, 1.82860, -2.36755)  0.08
H (-5.22333, 0.79639, -3.10458)  0.12
H (-3.71689, -0.37149, -4.75165)  0.13
H (-2.23930, -0.29463, -3.54680)  0.11
H (-3.24165, 2.22454, -5.43953)  0.12
H (-1.96166, 2.37095, -4.04455)  0.09
H (-1.09074, 1.80878, -6.69040)  0.11
H (-1.84951, 0.08847, -6.40098)  0.12
H (0.94305, 1.31094, -5.39467)  0.11
H (-0.10937, 0.66126, -3.93368)  0.09
H (-0.18376, -1.78126, -5.08369)  0.11
H (0.73836, -1.11567, -6.61336)  0.11
H (2.55221, -0.33632, -4.31583)  0.07
H (1.90537, -2.10599, -3.88363)  0.06
H (2.79639, -1.79887, -5.51870)  0.08
H (-2.32208, 0.56870, 1.49465)  0.10
H (-2.27550, 2.28645, 2.27793)  0.10
H (-0.99791, 1.04245, -0.37658)  0.11
H (-1.83156, 2.72640, -0.70422)  0.09
H (-0.46062, 3.95665, 1.10525)  0.13
H (0.39605, 2.37282, 1.66628)  0.13
H (0.26960, 2.31153, -2.19567)  0.07
H (1.99383, 2.09602, -2.10162)  0.10
H (3.31352, 2.29169, -0.35965)  0.15
H (2.55182, 2.53751, 1.36972)  0.13
H (4.62357, 5.65724, 2.11465)  -0.02
H (8.59303, 3.99060, 1.14308)  0.09
H (7.48824, 6.22301, 1.23519)  0.05
H (3.99110, 3.96353, -1.64635)  0.13
H (4.19784, 5.83278, -1.07264)  0.14
H (1.83808, 6.32229, -1.87929)  0.15
H (2.02551, 4.73022, -2.87321)  0.15
H (0.10176, 4.45192, -1.71299)  0.19
H (0.58037, 5.25864, -0.30267)  0.18
Br (6.73047, 8.91449, 2.04286)  0.62
C (7.96060, 9.36098, 0.59600)  -0.68
C (7.49393, 10.58189, -0.16137)  -0.69
Br (6.02273, 10.14627, -1.36632)  0.59
H (8.05263, 8.46971, -0.03105)  0.04
H (8.91832, 9.55417, 1.08714)  0.06
H (8.28903, 10.96108, -0.80935)  0.06
H (7.14520, 11.38909, 0.48876)  0.06
Br (5.83917, 2.56986, 2.35312)  0.80
C (6.23528, 1.12900, 3.60729)  -0.60
C (6.07426, -0.22381, 2.95462)  -0.68
Br (4.19173, -0.70724, 2.78578)  0.59
H (5.58482, 1.27305, 4.47458)  0.06
H (7.27416, 1.29152, 3.90745)  0.06
H (6.51399, -1.00751, 3.57777)  0.06
H (6.50811, -0.27665, 1.95221)  0.06
Br (0.94476, -8.38074, 2.07868)  0.59
C (1.45211, -7.86377, 3.89011)  -0.68
C (1.78181, -6.39153, 3.96657)  -0.68
Br (3.54749, -6.02338, 3.22294)  0.60
H (2.28270, -8.51084, 4.18581)  0.06
H (0.57943, -8.09637, 4.50663)  0.03
H (1.83790, -6.06240, 5.00790)  0.06
H (1.07083, -5.75885, 3.42800)  0.04
Br (-2.79618, -8.76798, 7.24411)  0.60
C (-3.28503, -9.82731, 5.68053)  -0.69
C (-2.29855, -9.62706, 4.55412)  -0.69
Br (-2.58935, -7.92006, 3.65539)  0.58
H (-4.30930, -9.55071, 5.41522)  0.05
H (-3.27180, -10.86499, 6.02524)  0.06
H (-2.44025, -10.38440, 3.77810)  0.06
H (-1.25565, -9.64072, 4.88277)  0.04
Br (-10.74714, -0.03034, -0.29057)  0.59
C (-10.23978, 0.48663, 1.52085)  -0.69
C (-9.91009, 1.95886, 1.59731)  -0.69
Br (-8.14441, 2.32702, 0.85369)  0.60
H (-9.40919, -0.16045, 1.81655)  0.05
H (-11.11247, 0.25402, 2.13738)  0.06
H (-9.85399, 2.28800, 2.63864)  0.06
H (-10.62107, 2.59155, 1.05875)  0.05


no.,E (Eh)
1,-2198.06993
2,-29002.54748